(1)
# C24H37AlBN3O6

A molecular structure, C24H37AlBN3O6 in a non-equilibrium geometry (the ωB97M-V functional and the def2-TZVPD basis, the Open Molecules 2025 dataset).

Orbital gap (alpha / beta): 3.627 / 3.427 eV
Charge: +3
Spin multiplicity: 2
E_HOMO (alpha / beta): -15.96 / -15.96 eV
E: -49481.928 eV

XYZ file:
```
72
C24H37AlBN3O6, DFT the ωB97M-V functional and the def2-TZVPD basis
Al 4.70584 0.62160 -12.02976
B 4.88092 3.26719 -13.65566
H 4.05224 2.61493 -13.88390
H 5.74682 2.64362 -13.81571
H 4.83632 4.10043 -14.33973
H 4.84921 3.66409 -12.65282
O 3.88630 -0.01429 -14.94260
C 2.86074 0.43416 -15.40563
O 1.95203 1.02259 -14.66773
C 1.01832 1.67939 -15.45873
C 0.87446 0.78285 -16.64587
C 2.33444 0.32726 -16.83159
H 1.51353 2.62155 -15.69371
H 0.00552 1.68412 -15.05585
H 0.50894 1.41872 -17.45219
H 0.17300 -0.03081 -16.46143
H 2.93129 1.01112 -17.43508
H 2.31652 -0.70512 -17.18080
O 7.13473 2.88415 -11.31869
C 8.10871 3.65207 -11.37855
O 9.36363 3.23141 -11.35833
C 10.25031 4.43758 -11.23113
C 9.41668 5.66398 -11.22318
C 8.14032 5.14375 -11.75276
H 10.97000 4.38789 -12.04826
H 10.81183 4.43943 -10.29690
H 9.89735 6.38873 -11.88028
H 9.13603 6.02124 -10.23237
H 7.94863 5.22556 -12.82265
H 7.28847 5.54470 -11.20346
O 7.48060 0.75513 -13.39690
C 7.80750 0.66264 -14.56445
O 7.15823 0.05672 -15.58284
C 7.93019 -0.13732 -16.75118
C 9.00941 0.88181 -16.66913
C 9.14617 1.15965 -15.12197
H 7.44033 0.07977 -17.70038
H 8.42989 -1.10604 -16.74853
H 8.80106 1.73132 -17.31953
H 9.95569 0.44478 -16.98796
H 9.33439 2.22096 -14.95977
H 9.85348 0.50332 -14.61499
N 1.84061 6.68094 -14.87334
C 1.45078 5.40276 -14.60028
C 0.16595 5.27384 -15.04176
C -0.09736 6.36880 -15.85043
C 0.86916 7.31468 -15.54392
H 2.72100 7.14725 -14.70736
H 2.16874 4.71530 -14.17798
H -0.55264 4.48885 -14.85787
H -0.99261 6.42845 -16.45156
H 0.90349 8.35369 -15.83665
N 4.47418 3.53868 -16.80639
C 3.47047 3.97263 -17.65888
C 3.78988 3.53931 -18.93038
C 4.93496 2.78724 -18.83504
C 5.37612 2.83440 -17.49610
H 4.54717 3.61496 -15.80194
H 2.64569 4.60903 -17.37407
H 3.24092 3.79925 -19.82340
H 5.49797 2.46188 -19.69733
H 6.24341 2.46050 -16.97225
N 4.89375 6.51361 -13.77816
C 5.27826 7.16649 -14.90530
C 4.86322 8.53755 -14.80017
C 4.17782 8.67129 -13.51383
C 4.29258 7.45221 -12.93009
H 4.94099 5.52278 -13.58805
H 5.79245 6.56269 -15.63840
H 4.93822 9.30551 -15.55582
H 3.76515 9.62272 -13.21236
H 4.00564 7.05205 -11.96887
```

Let us look at the Mulliken charges, expressed in e, one per atom: 0.860 2.459 -0.782 -0.596 -1.160 -0.151 -0.539 0.429 -0.395 0.534 -0.792 -0.088 -0.524 0.383 0.330 0.352 -0.097 0.419 -0.585 0.476 -0.360 -0.450 -0.519 -0.110 0.349 0.276 0.275 0.308 0.100 0.233 -0.538 0.419 -0.342 -0.527 -0.579 -0.351 0.316 0.419 0.248 0.376 0.172 0.394 0.114 -0.664 -0.472 -0.625 -0.289 0.450 0.954 0.509 0.501 0.446 0.739 -0.362 -0.510 -0.823 -0.271 -0.290 0.412 0.516 0.510 0.614 0.703 -0.154 -0.523 -0.560 -0.354 -0.233 0.511 0.464 0.518 0.527



(2)
# C3H2O3Pr

A molecular structure, C3H2O3Pr in a non-equilibrium geometry (the ωB97M-V functional and the def2-TZVPD basis, the Open Molecules 2025 dataset).

Orbital gap (alpha / beta): 6.534 / 6.597 eV
Charge: +2
Spin multiplicity: 4
E_HOMO (alpha / beta): -16.23 / -16.23 eV
E: -23332.311 eV

XYZ file:
```
9
C3H2O3Pr, DFT the ωB97M-V functional and the def2-TZVPD basis
H 1.32272 1.68672 -0.68682
C 0.22774 0.85458 -1.30380
C 0.12208 1.55096 -0.07212
O -0.01197 0.55763 0.93582
C -0.18066 -0.58638 0.34173
O 0.07476 -0.44493 -0.99115
O -0.34912 -1.65359 0.88443
Pr -0.63314 -4.35377 0.86311
H -0.57242 2.38878 0.02880
```

Let us look at the Mulliken charges, expressed in e, one per atom: 0.338 -0.480 0.045 -0.239 0.661 -0.103 -0.579 1.911 0.447



(3)
# C4H14N2O2

2 unconnected molecules or ions with the total composition C4H14N2O2 in a non-equilibrium geometry (the ωB97M-V functional and the def2-TZVPD basis, the Open Molecules 2025 dataset).

Orbital gap (alpha / beta): 10.606 / 5.559 eV
Charge: +1
Spin multiplicity: 2
E_HOMO (alpha / beta): -13.84 / -13.84 eV
E: -11440.886 eV

XYZ file:
```
22
C4H14N2O2, DFT the ωB97M-V functional and the def2-TZVPD basis
C 1.37237 -0.01738 2.01431
N -0.02811 0.02548 1.70818
C -0.47216 -0.18775 0.33219
C -0.17787 1.06850 -0.52724
O 0.40168 0.63922 -1.75982
C -1.93227 -0.62489 0.23013
N -2.12944 -0.98840 -1.16646
H 1.87409 0.76026 1.44135
H 1.81755 -1.00291 1.91127
H 1.50614 0.33802 3.03623
H -0.64377 -0.47583 2.35403
H 0.16512 -0.96971 -0.10063
H 0.61537 1.70035 -0.14558
H -1.04147 1.68888 -0.76789
H -0.08472 -0.12176 -2.10923
H -2.54743 0.17916 0.62571
H -2.17897 -1.53570 0.77128
H -2.68768 -0.34541 -1.70123
H -2.28498 -1.96058 -1.35900
H 3.11387 0.98029 -0.96007
H 2.22007 0.41244 -2.07646
O 3.12260 0.43772 -1.75108
```

Let us look at the Mulliken charges, expressed in e, one per atom: -0.716 -0.014 0.451 -0.630 -0.569 -0.949 -0.469 0.256 0.346 0.372 0.379 0.175 0.325 0.232 0.369 0.438 0.520 0.213 0.192 0.265 0.431 -0.617



(4)
# C4H9NO4

A single C4H9NO4 molecule in a non-equilibrium geometry (the ωB97M-V functional and the def2-TZVPD basis, the Open Molecules 2025 dataset).

Orbital gap: 9.278 eV
Charge: 0
E_HOMO: -8.77 eV
E: -13970.594 eV

XYZ file:
```
18
C4H9NO4, DFT the ωB97M-V functional and the def2-TZVPD basis
C 0.65999 -0.01034 -0.56153
C -2.30156 0.49228 1.51629
C 0.14234 -0.43285 -1.91617
N 1.74242 -1.08839 -0.09706
C -0.18472 -0.32434 0.69376
O -1.37850 0.37529 0.44039
O 1.10513 1.31154 -0.54069
O 3.04428 -0.42707 -0.12795
O 0.02149 -0.75535 1.82776
H 0.32956 1.85296 -0.78419
H 2.80248 0.52307 -0.02404
H 1.81266 -1.55225 0.80990
H -2.10658 -0.10101 2.41580
H -3.32992 0.21548 1.26359
H -2.38667 1.51382 1.89870
H -0.26672 -1.44624 -1.88999
H 0.94409 -0.38761 -2.66269
H -0.64974 0.24103 -2.26188
```

Let us look at the Mulliken charges, expressed in e, one per atom: 1.238 -0.757 -1.263 -0.434 0.273 -0.303 -0.626 -0.454 -0.589 0.410 0.368 0.310 0.317 0.271 0.278 0.345 0.356 0.261



(5)
# C2H6NOS

2 unconnected molecules or ions with the total composition C2H6NOS in a non-equilibrium geometry (the ωB97M-V functional and the def2-TZVPD basis, the Open Molecules 2025 dataset).

Orbital gap: 6.687 eV
Charge: -1
E_HOMO: -2.68 eV
E: -16544.853 eV

XYZ file:
```
11
C2H6NOS, DFT the ωB97M-V functional and the def2-TZVPD basis
C 2.35726 1.31533 0.38656
S 1.87810 0.08372 -0.90371
H 3.05521 2.10246 0.05293
H 2.82093 0.80269 1.22718
H 1.44016 1.86446 0.72128
C -2.16305 -1.02921 0.32367
N -1.26033 -0.00560 0.32515
O -3.29737 -0.83324 0.73104
H -1.90839 -1.88978 -0.32135
H -1.73561 0.83119 0.02236
H -0.23522 0.05404 0.24752
```

Let us look at the Mulliken charges, expressed in e, one per atom: -0.758 -0.717 0.228 0.191 0.188 0.086 -0.204 -0.580 0.294 0.184 0.088



(6)
# C3H4FNS2

A single C3H4FNS2 molecule in a non-equilibrium geometry (the ωB97M-V functional and the def2-TZVPD basis, the Open Molecules 2025 dataset).

Orbital gap: 9.259 eV
Charge: 0
E_HOMO: -8.86 eV
E: -29050.157 eV

XYZ file:
```
11
C3H4FNS2, DFT the ωB97M-V functional and the def2-TZVPD basis
C 0.43319 -1.74784 0.70091
C 1.05295 0.71349 -0.56101
C 0.35428 1.67510 -0.09212
H -3.14023 -0.57676 -0.28779
H 0.86235 -2.27644 1.51745
H 1.50091 1.15493 -1.41500
H 0.10524 2.60710 -0.79501
N -0.81196 -1.60619 0.50759
F -0.48998 1.54400 1.11395
S -1.66335 -0.62302 -0.53432
S 1.79660 -0.86436 -0.15464
```

Let us look at the Mulliken charges, expressed in e, one per atom: -0.031 -0.348 0.102 0.168 0.395 0.240 0.238 -0.307 -0.265 -0.105 -0.088



(7)
# C4H9O

2 unconnected molecules or ions with the total composition C4H9O in a non-equilibrium geometry (the ωB97M-V functional and the def2-TZVPD basis, the Open Molecules 2025 dataset).

Orbital gap: 6.908 eV
Charge: -1
E_HOMO: -2.33 eV
E: -6339.566 eV

XYZ file:
```
14
C4H9O, DFT the ωB97M-V functional and the def2-TZVPD basis
C -1.51822 -0.21418 -0.76165
O -0.16385 -0.02308 -0.47361
C -2.27931 -0.22885 0.58197
H -1.67332 -1.21351 -1.27695
H -1.93859 0.59868 -1.42300
H -3.36009 -0.34348 0.39664
H -2.14697 0.78423 1.07836
H -1.70851 -0.95307 1.24895
C 2.39266 0.79851 0.45135
C 2.54213 -0.28002 -0.35013
H 3.20807 1.15277 1.06850
H 1.45074 1.24660 0.67459
H 3.53937 -0.68284 -0.39837
H 1.65589 -0.64176 -0.81665
```

Let us look at the Mulliken charges, expressed in e, one per atom: -0.421 -0.742 -0.998 0.210 0.181 0.371 0.185 0.243 -0.594 -0.491 0.242 0.241 0.240 0.332



(8)
# C2H5FO2

A single C2H5FO2 molecule in a non-equilibrium geometry (the ωB97M-V functional and the def2-TZVPD basis, the Open Molecules 2025 dataset).

Orbital gap: 11.617 eV
Charge: 0
E_HOMO: -11.05 eV
E: -8967.100 eV

XYZ file:
```
10
C2H5FO2, DFT the ωB97M-V functional and the def2-TZVPD basis
C 0.99369 0.10178 -0.47571
C -0.64541 -0.00448 -0.02051
O -1.08704 -1.22395 0.59895
O -0.88804 1.08098 0.71078
F -1.36696 0.08265 -1.18679
H 1.02155 0.67610 -1.39402
H 1.35472 0.52974 0.39626
H 1.42690 -0.86354 -0.62465
H -0.82593 -1.38188 1.47018
H -1.61897 0.86302 1.27159
```

Let us look at the Mulliken charges, expressed in e, one per atom: -1.043 0.838 -0.531 -0.488 -0.297 0.288 0.326 0.311 0.301 0.293



(9)
# C4H12N3O

2 unconnected molecules or ions with the total composition C4H12N3O in a non-equilibrium geometry (the ωB97M-V functional and the def2-TZVPD basis, the Open Molecules 2025 dataset).

Orbital gap: 9.894 eV
Charge: +1
E_HOMO: -13.16 eV
E: -10850.474 eV

XYZ file:
```
20
C4H12N3O, DFT the ωB97M-V functional and the def2-TZVPD basis
C -1.69210 0.12210 -1.30178
C -1.14266 0.61540 0.96176
C -0.26340 -1.47348 -0.03068
C -0.94177 -0.31322 -0.12037
N 1.51155 0.85782 -0.32228
N 0.43255 -1.67336 1.21884
N 2.32272 1.45994 -1.14649
O 1.98480 0.51139 0.76218
H -1.44172 -0.29689 -2.28238
H -2.79055 -0.16524 -1.09258
H -1.85137 1.23450 -1.33996
H -1.02862 0.28606 2.00736
H -2.09485 1.27676 0.92571
H -0.29039 1.39488 0.76756
H 0.01340 -2.22810 -0.82248
H 0.93361 -0.72075 1.46847
H 1.09418 -2.53922 1.29677
H 3.30883 1.69748 -0.86132
H -0.11034 -1.65087 2.02639
H 2.04612 1.60480 -2.11471
```

Let us look at the Mulliken charges, expressed in e, one per atom: -1.581 -1.520 -0.611 1.398 0.706 -0.216 -0.653 -0.615 0.377 0.345 0.380 0.329 0.366 0.391 0.324 0.328 0.378 0.280 0.351 0.243



(10)
# C25H35N9OPRu

A molecular structure, C25H35N9OPRu (the ωB97M-V functional and the def2-TZVPD basis, the Open Molecules 2025 dataset).

Orbital gap (alpha / beta): 6.704 / 6.331 eV
Charge: +4
Spin multiplicity: 2
E_HOMO (alpha / beta): -19.26 / -19.30 eV
E: -53785.967 eV

XYZ file:
```
72
C25H35N9OPRu, DFT the ωB97M-V functional and the def2-TZVPD basis
Ru -0.63361 0.59977 -0.52506
C -1.60194 1.98969 -3.01412
N -2.09296 1.65842 -1.64544
C -2.54835 2.85981 -0.88715
C -1.38793 3.28164 -0.04018
N -0.41901 2.39261 0.26546
C 0.52584 3.07662 1.05398
C 1.75234 2.70651 1.58635
C 2.43374 3.64994 2.33058
C 1.92008 4.93868 2.53825
C 0.71495 5.32952 1.98836
C 0.04296 4.37168 1.24447
N -1.15953 4.44813 0.52936
C -0.40650 1.13957 -3.28641
N 0.35100 0.71919 -2.25490
C 1.50783 0.14297 -2.82243
C 2.70423 -0.28550 -2.26380
C 3.67069 -0.76582 -3.12731
C 3.46474 -0.80892 -4.51496
C 2.30293 -0.33139 -5.08541
C 1.34530 0.15619 -4.20611
N 0.11884 0.79165 -4.44495
H -1.26098 3.02770 -3.01165
H -2.38788 1.90576 -3.76415
H -2.85811 0.99120 -1.70577
H -3.40508 2.59533 -0.26514
H -2.87157 3.65869 -1.55544
H 2.17498 1.73458 1.38615
H 3.39695 3.40324 2.75657
H 2.48996 5.64696 3.12420
H 0.32691 6.33055 2.12482
H -1.75220 5.26697 0.45850
H 2.90051 -0.16764 -1.20966
H 4.62630 -1.09088 -2.73703
H 4.25290 -1.18419 -5.15348
H 2.16401 -0.31293 -6.15861
H -0.26813 1.00436 -5.35651
C -5.45095 -1.38392 1.59617
N -4.31785 -1.35845 0.64720
C -4.44263 -2.23783 -0.52208
C -3.28794 -0.60472 0.86521
O -2.25910 -0.53720 0.09491
H -6.32672 -0.94804 1.11902
H -5.20008 -0.82560 2.49424
H -5.66181 -2.41828 1.85782
H -4.64895 -3.24871 -0.17560
H -3.52532 -2.22997 -1.10034
H -5.28258 -1.90312 -1.12971
H -3.30899 -0.01507 1.78175
C 2.69117 -3.43291 1.18315
N 2.77841 -2.22307 2.14665
C 1.84231 -2.49759 3.34709
N 0.52611 -2.74558 2.88070
C 0.50145 -3.90111 1.98016
N 1.34140 -3.65814 0.80625
C 0.79362 -2.65243 -0.09038
P 0.68322 -1.00739 0.77552
C 2.41578 -0.93434 1.46824
C -0.15207 -1.57818 2.33789
H 3.09051 -4.28161 1.73714
H 3.33128 -3.21368 0.32975
H 3.73942 -2.14639 2.49286
H 1.89709 -1.63072 4.00394
H 2.25066 -3.37183 3.85194
H -0.52053 -4.09881 1.66282
H 0.87239 -4.77558 2.51360
H -0.21048 -2.95108 -0.39916
H 1.40309 -2.56519 -0.99061
H 2.50111 -0.14378 2.21264
H 3.14536 -0.74295 0.68398
H -1.18502 -1.83845 2.11412
H -0.15761 -0.76890 3.07176
```

Let us look at the Mulliken charges, expressed in e, one per atom: 0.019 -0.525 0.056 -1.060 0.255 0.625 0.054 -0.153 -0.791 -0.591 -1.108 0.473 -0.049 -0.186 0.316 -0.011 -0.086 -0.776 -0.674 -1.051 0.646 -0.041 0.325 0.542 0.345 0.414 0.491 0.353 0.471 0.441 0.463 0.274 0.382 0.480 0.440 0.468 0.293 -0.738 0.172 -0.919 -0.075 -0.990 0.355 0.302 0.303 0.387 0.260 0.358 0.540 -0.780 0.018 -0.766 0.181 -0.914 0.228 -1.297 2.663 -1.627 -1.234 0.361 0.403 0.384 0.382 0.401 0.363 0.329 0.548 0.463 0.890 0.562 0.560 0.403



(11)
# C3H3BrClO2

2 unconnected molecules or ions with the total composition C3H3BrClO2 in a non-equilibrium geometry (the ωB97M-V functional and the def2-TZVPD basis, the Open Molecules 2025 dataset).

Orbital gap: 5.680 eV
Charge: -1
E_HOMO: -2.33 eV
E: -89819.886 eV

XYZ file:
```
10
C3H3BrClO2, DFT the ωB97M-V functional and the def2-TZVPD basis
C 3.87821 -2.14853 -0.04549
C 0.10718 0.03510 0.06023
C 1.49896 0.39438 0.53067
O 3.24552 -2.75864 -0.78404
O 4.50250 -1.60946 0.76579
Cl 1.44349 1.15077 2.19035
Br 2.30991 1.74071 -0.70125
H -0.24775 -0.87227 0.61527
H 0.04343 -0.07075 -1.05468
H -0.87306 0.74346 0.13565
```

Let us look at the Mulliken charges, expressed in e, one per atom: 0.665 -0.981 -0.104 -0.363 -0.347 -0.306 -0.365 0.246 0.283 0.271



(12)
# C3H8NO

2 unconnected molecules or ions with the total composition C3H8NO in a non-equilibrium geometry (the ωB97M-V functional and the def2-TZVPD basis, the Open Molecules 2025 dataset).

Orbital gap (alpha / beta): 11.499 / 10.048 eV
Charge: +2
Spin multiplicity: 2
E_HOMO (alpha / beta): -21.04 / -22.77 eV
E: -6756.438 eV

XYZ file:
```
13
C3H8NO, DFT the ωB97M-V functional and the def2-TZVPD basis
C -0.90166 2.28244 -1.85810
N -1.14540 1.22441 -1.18308
H -0.21218 2.16498 -2.69257
H -1.61220 3.10491 -1.86860
H -1.85218 1.10770 -0.45962
H -0.39459 0.51970 -1.12919
C 0.83770 -1.63086 2.21925
C 0.46687 -1.59455 0.86991
O 0.76690 -0.55376 0.12399
H 0.24340 -2.22834 2.91033
H 1.37401 -0.82183 2.70399
H 0.17051 -2.51666 0.36775
H 1.69793 -0.31805 0.32808
```

Let us look at the Mulliken charges, expressed in e, one per atom: -0.018 -0.111 0.282 0.306 0.290 0.280 -0.464 0.367 -0.367 0.343 0.336 0.386 0.370



Which of these has the highest E?
C4H9O



Among the records above, which one has the lowest E?
C3H3BrClO2